Molecular formula: C3H5NO2
Method: DFT, ωB97M-V/def2-TZVPD

HOMO energy (alpha / beta) in eV: -5.5895 / -10.8519
Expectation value of S²: 2.008
Frontier orbital gap (alpha / beta) in Eh: 0.2371 / 0.3503

```
! RIJCOSX wB97M-V def2-TZVPD def2/J DEFGRID3
* xyz 0 3
C 0.1515 0.0687 -0.0764
C -1.3544 -0.4335 -0.2897
C 1.1612 -0.1235 1.0450
N 0.0193 0.6323 -1.2477
O 0.5941 1.4725 -1.8987
O -1.2695 0.1416 -1.5489
H -1.5643 -1.4493 -0.3403
H -1.9904 0.0642 0.3292
H 0.7593 0.5618 1.8197
H 2.2179 0.1232 0.6930
H 1.2752 -1.0581 1.5147
*
```

Molecular formula: C8H9N2
Method: DFT, ωB97M-V/def2-TZVPD

HOMO energy (alpha / beta) in eV: -13.3671 / -14.3611
Frontier orbital gap (alpha / beta) in Eh: 0.2613 / 0.3187

```
! RIJCOSX wB97M-V def2-TZVPD def2/J DEFGRID3
* xyz 1 1
C 4.0997 0.2277 -0.6020
C 0.9320 0.3879 1.1167
C 0.8244 -0.7797 1.8039
C -0.0279 1.3415 0.5317
C -0.7494 -1.2019 0.1332
C 0.6601 -1.6612 0.4902
C 1.6061 -0.5322 0.3256
C -2.0914 0.6627 -0.6617
N 4.9648 0.8723 -0.9098
N -0.7193 0.2994 -0.4136
H -0.8853 1.5393 1.2861
H 0.3148 2.0793 -0.1916
H -1.1414 -1.8197 -0.7297
H -1.3404 -1.1972 0.9700
H 0.9877 -2.6205 0.3099
H -2.7538 -0.1587 -0.9466
H -2.4274 1.0133 0.2667
H -2.1100 1.3961 -1.4227
H -0.1432 0.1514 -1.3563
*
```

Molecular formula: C3H7NO3
Method: DFT, ωB97M-V/def2-TZVPD

SMILES string: CC(=O)NC=O.O
HOMO energy in eV: -10.3263
Frontier orbital gap in Eh: 0.3930

```
! RIJCOSX wB97M-V def2-TZVPD def2/J DEFGRID3
* xyz 0 1
C 1.4441 -0.0100 -1.4722
C 0.7491 0.1897 -0.1119
O 1.1401 1.0425 0.7524
N -0.4847 -0.4438 -0.0126
C -1.1050 -1.6954 -0.5046
O -2.0550 -2.1404 0.1281
H 0.6417 -0.1850 -2.1253
H 2.1184 -0.9646 -1.4165
H 2.0038 0.8410 -1.9737
H -1.2036 0.1507 0.5757
H -0.5433 -1.8936 -1.5014
O -1.2592 1.6668 2.3455
H -1.0514 1.3666 3.2070
H -0.3951 2.0755 2.1096
*
```

Result set for energy relative to the best compared isomer or geometry (same formula, charge and spin): 83.9, 254.5, 51.2 kcal per mole, one per record in the order listed.
Result set for DFT total energy: -8768.866, -11402.788, -10856.149 eV, one per record in the order listed.